{
  "formula": "C29H31F4N5O2SeSn",
  "method": "ωB97M-V/def2-TZVPD",
  "energy_ha": -4563.182705,
  "charge": -2,
  "homo_ev": -1.5,
  "multiplicity": 1,
  "homo_lumo_gap_ha": 0.2209,
  "lumo_ha": 0.167,
  "elements": ["Sn", "C", "C", "O", "C", "C", "C", "N", "N", "C", "O", "C", "C", "C", "C", "C", "C", "H", "H", "H", "H", "H", "H", "H", "H", "H", "H", "H", "H", "C", "C", "N", "C", "C", "C", "C", "N", "C", "C", "F", "C", "F", "C", "C", "F", "C", "F", "H", "H", "H", "H", "H", "H", "H", "H", "H", "H", "H", "H", "H", "H", "H", "Se", "C", "C", "C", "N", "C", "C", "H", "H", "H", "H"],
  "coordinates": [[0.52073, 0.45012, 1.20786], [2.08287, 0.33423, 5.50484], [1.45272, 1.00737, 4.30622], [1.21489, 0.21197, 3.33304], [1.17623, 2.35557, 4.36262], [0.39798, 3.06590, 3.39297], [-0.04587, 4.47077, 3.71774], [0.03740, 2.51640, 2.28066], [-0.83040, 3.24764, 1.47260], [-1.56758, 2.44358, 0.76458], [-1.54428, 1.15058, 0.79367], [-2.53341, 3.08184, -0.18148], [-3.04862, 2.32939, -1.23146], [-3.92130, 2.90394, -2.14514], [-4.29714, 4.23354, -2.00916], [-3.78718, 4.98881, -0.95895], [-2.90539, 4.41745, -0.05350], [1.36992, -0.38444, 5.91661], [2.36844, 1.04559, 6.28077], [2.95957, -0.23011, 5.18074], [1.44204, 2.88744, 5.26611], [0.28918, 4.76525, 4.71212], [-1.13193, 4.54215, 3.65827], [0.35169, 5.16405, 2.97419], [-2.73155, 1.30054, -1.32983], [-4.29267, 2.31557, -2.97599], [-4.97496, 4.68421, -2.72559], [-4.07068, 6.03009, -0.85304], [-2.48202, 4.99512, 0.75821], [0.42684, -2.95762, -2.80079], [0.59800, -1.88167, -1.72562], [1.95115, -1.73051, -1.20994], [2.92848, -1.34807, -2.20748], [4.05827, -0.52437, -1.60470], [2.36962, -2.74871, -0.26223], [2.23726, -2.25682, 1.17999], [0.86984, -1.96074, 1.54043], [0.09924, -2.80606, 2.19791], [-1.16832, -2.34273, 2.67352], [-1.49303, -1.05729, 2.39747], [-2.04767, -3.11085, 3.38020], [-3.21008, -2.56131, 3.79876], [-1.78961, -4.44056, 3.69420], [-0.58533, -4.93330, 3.22967], [-0.27929, -6.23265, 3.47446], [0.32034, -4.17909, 2.52065], [1.44073, -4.81183, 2.07252], [-0.62472, -3.04935, -3.08262], [0.77046, -3.93493, -2.44736], [0.98442, -2.69896, -3.70370], [-0.05272, -2.09841, -0.87625], [0.29505, -0.91364, -2.12906], [2.41607, -0.72754, -2.94676], [3.34947, -2.22370, -2.73720], [3.64219, 0.37986, -1.15682], [4.77683, -0.23422, -2.37688], [4.59459, -1.07888, -0.82866], [3.41567, -3.02263, -0.44579], [1.77950, -3.66813, -0.37910], [2.79778, -1.31493, 1.24541], [2.72061, -2.96000, 1.86501], [-2.48576, -5.04610, 4.25335], [0.88963, 1.90055, -3.11030], [-0.02921, 0.96309, -4.45038], [0.35707, 0.97994, -5.80406], [-0.35691, 0.26306, -6.74779], [-1.43577, -0.48410, -6.48777], [-1.80974, -0.50212, -5.20231], [-1.16910, 0.17804, -4.18186], [1.22192, 1.55829, -6.10493], [-0.04078, 0.28891, -7.78945], [-2.68562, -1.10576, -4.97422], [-1.54606, 0.11131, -3.16922]],
  "forces_ev_per_angstrom": [[0.67, 0.11, -0.05], [0.04, -0.02, 0.03], [0.04, 0.10, 0.00], [-0.11, -0.08, -0.03], [0.01, -0.05, 0.05], [-0.01, 0.11, -0.07], [0.01, -0.02, 0.00], [-0.15, -0.18, 0.14], [-0.04, 0.12, 0.05], [-0.13, 0.02, -0.13], [0.05, -0.06, -0.02], [-0.02, -0.02, -0.04], [-0.01, 0.04, 0.00], [0.00, 0.01, 0.00], [0.01, -0.02, 0.02], [0.02, -0.03, 0.01], [-0.02, 0.01, 0.00], [0.02, 0.01, -0.01], [-0.01, -0.01, -0.01], [-0.01, 0.01, 0.01], [0.01, 0.00, 0.00], [0.02, -0.02, -0.01], [0.00, 0.01, 0.02], [-0.03, 0.00, 0.00], [-0.01, 0.01, 0.01], [0.01, 0.01, 0.01], [0.01, -0.01, 0.01], [0.00, -0.01, 0.00], [-0.01, -0.01, -0.01], [0.01, 0.00, 0.01], [0.03, -0.06, -0.03], [-0.08, -0.06, -0.01], [0.04, 0.05, 0.03], [-0.01, 0.02, 0.00], [0.00, 0.01, -0.02], [-0.04, -0.06, -0.03], [-0.38, 0.16, 0.09], [0.01, -0.10, 0.04], [0.12, 0.05, -0.06], [-0.02, -0.08, 0.05], [-0.02, -0.08, 0.04], [-0.02, 0.03, 0.00], [0.00, 0.00, -0.01], [-0.05, 0.00, 0.03], [0.03, -0.03, -0.01], [0.01, 0.09, -0.05], [0.00, -0.05, 0.01], [0.02, 0.01, 0.00], [-0.01, 0.01, -0.01], [0.00, -0.02, 0.01], [-0.01, 0.00, 0.01], [0.00, 0.05, 0.00], [0.00, 0.00, 0.01], [0.00, -0.02, -0.01], [0.01, -0.02, -0.02], [-0.02, -0.01, 0.03], [-0.01, 0.00, -0.02], [0.00, 0.02, -0.03], [0.01, -0.01, 0.00], [0.04, 0.01, -0.01], [-0.04, 0.02, 0.03], [0.02, 0.01, -0.01], [0.01, 0.02, -0.02], [-0.07, -0.02, 0.02], [-0.08, -0.11, -0.06], [0.04, 0.04, 0.08], [-0.01, 0.00, 0.02], [0.06, 0.05, 0.03], [0.02, 0.01, -0.18], [0.00, 0.00, 0.02], [0.00, 0.00, 0.01], [0.00, 0.00, 0.00], [0.00, 0.00, 0.01]]
}


{
  "formula": "C29H31FIrN4Se",
  "method": "ωB97M-V/def2-TZVPD",
  "energy_ha": -3948.118098,
  "s2": 8.838,
  "homo_ev": [-6.2, -8.2],
  "multiplicity": 6,
  "homo_lumo_gap_ha": [0.2469, 0.2693],
  "lumo_ha": [0.019, -0.032],
  "elements": ["Ir", "C", "C", "C", "C", "C", "C", "C", "H", "H", "H", "H", "H", "H", "H", "H", "Se", "N", "C", "C", "C", "C", "N", "C", "N", "H", "H", "H", "C", "N", "C", "C", "C", "C", "C", "C", "C", "C", "H", "H", "H", "H", "H", "H", "H", "H", "H", "H", "H", "H", "F", "C", "C", "C", "C", "C", "C", "C", "H", "H", "H", "H", "H", "H", "C", "H", "H"],
  "coordinates": [[0.17032, -0.45870, -0.27361], [2.87772, -0.46956, 3.69162], [2.25481, 0.26316, 2.53833], [2.94717, 0.38347, 1.32668], [2.40565, 1.05904, 0.24944], [1.10768, 1.60761, 0.32816], [0.40026, 1.44859, 1.53244], [0.98533, 0.80808, 2.62634], [3.73178, 0.07963, 4.09212], [3.23718, -1.45039, 3.37637], [2.16084, -0.61551, 4.49835], [3.92806, -0.06654, 1.22805], [2.97974, 1.18012, -0.65986], [0.73095, 2.26904, -0.44242], [-0.58272, 1.89357, 1.62607], [0.42127, 0.71338, 3.54618], [3.22283, -2.72959, -1.51002], [3.10916, -4.21377, -0.47667], [2.04510, -4.05946, 0.32340], [1.55616, -4.93498, 1.30598], [0.44544, -4.54749, 2.05251], [-0.16604, -3.31700, 1.84536], [0.26875, -2.45940, 0.91076], [1.32122, -2.83448, 0.16912], [1.73983, -1.96695, -0.75297], [2.04644, -5.88371, 1.47606], [0.04903, -5.20111, 2.81709], [-1.01242, -3.00245, 2.44215], [-5.07665, -1.43726, 0.64580], [-4.41819, -1.13323, 1.90446], [-4.47586, -2.28193, 2.78730], [-3.02880, -0.74376, 1.68586], [-2.90442, 0.56228, 0.93994], [-3.36297, 1.71389, 1.57700], [-3.25975, 2.96188, 0.98853], [-2.69908, 3.06970, -0.28270], [-2.25199, 1.93808, -0.93454], [-2.33965, 0.66556, -0.34419], [-6.12822, -1.66427, 0.82093], [-4.61742, -2.30349, 0.13834], [-5.01974, -0.58142, -0.02631], [-5.51383, -2.55647, 2.97762], [-4.00457, -2.05056, 3.74338], [-3.96930, -3.16456, 2.35785], [-2.46728, -1.53949, 1.17416], [-2.56136, -0.63111, 2.66965], [-3.81047, 1.61231, 2.55910], [-3.61617, 3.84163, 1.50759], [-2.61812, 4.03526, -0.76562], [-1.81966, 2.02047, -1.92599], [-1.56095, 0.58997, -8.34856], [-0.81492, 0.46288, -7.23315], [0.22066, 1.35776, -7.02119], [0.98102, 1.22644, -5.87810], [0.72180, 0.20675, -4.93377], [1.48449, 0.07050, -3.75974], [-0.34942, -0.67861, -5.20247], [-1.11464, -0.55530, -6.34324], [0.41226, 2.13494, -7.74775], [1.79498, 1.91679, -5.69436], [2.29040, 0.75554, -3.53658], [1.25178, -0.71132, -3.05067], [-0.56800, -1.46664, -4.49235], [-1.93303, -1.22882, -6.55570], [-1.74429, -0.49531, -1.06381], [-1.71358, -0.33937, -2.14362], [-2.21057, -1.45028, -0.83142]],
  "forces_ev_per_angstrom": [[0.05, -0.26, -0.33], [-0.02, -0.02, 0.03], [0.08, -0.04, -0.06], [0.06, 0.00, 0.04], [-0.03, 0.04, 0.04], [0.16, -0.05, 0.12], [-0.02, 0.11, 0.14], [-0.11, 0.02, -0.03], [0.01, 0.01, -0.01], [0.00, 0.00, -0.01], [0.00, 0.01, 0.00], [0.01, 0.01, 0.01], [-0.01, -0.05, -0.02], [-0.02, -0.05, -0.03], [-0.03, -0.03, -0.01], [0.00, 0.01, 0.01], [-0.02, -0.10, 0.03], [-0.06, 0.15, -0.05], [0.03, 0.00, -0.02], [0.01, -0.04, 0.02], [0.01, 0.02, -0.01], [0.05, -0.04, 0.02], [0.10, 0.10, 0.11], [-0.03, 0.12, 0.10], [0.07, -0.07, 0.05], [0.00, -0.01, 0.00], [0.01, -0.01, 0.01], [-0.01, 0.00, -0.01], [0.01, 0.01, -0.06], [0.03, -0.02, 0.00], [-0.03, -0.08, 0.02], [0.08, -0.04, -0.02], [-0.05, 0.12, 0.03], [0.00, -0.06, 0.00], [0.00, 0.03, -0.04], [0.00, -0.03, -0.01], [-0.05, 0.08, 0.05], [0.16, -0.28, -0.02], [0.00, 0.00, 0.03], [0.00, 0.00, 0.01], [0.00, 0.02, 0.02], [-0.01, 0.03, -0.01], [0.01, 0.04, 0.00], [0.01, 0.01, 0.01], [-0.02, -0.01, -0.01], [-0.02, 0.03, 0.00], [-0.01, 0.00, 0.00], [0.00, 0.01, 0.00], [-0.01, 0.02, 0.01], [0.01, -0.01, 0.00], [0.00, -0.01, 0.00], [-0.05, 0.02, -0.08], [0.04, -0.03, 0.08], [0.01, 0.09, -0.09], [0.10, -0.04, 0.25], [-0.14, 0.04, -0.16], [-0.10, -0.04, -0.07], [0.07, 0.00, 0.08], [0.00, 0.01, -0.01], [0.00, 0.00, 0.00], [0.03, -0.01, -0.01], [0.05, 0.01, 0.04], [0.02, -0.01, 0.01], [-0.01, 0.00, -0.01], [-0.31, 0.30, -0.09], [-0.07, 0.04, 0.01], [-0.01, -0.05, -0.06]]
}


{
  "formula": "C29H31N3PdSbSe2",
  "method": "ωB97M-V/def2-TZVPD",
  "energy_ha": -6458.895928,
  "charge": -1,
  "homo_ev": -1.9,
  "multiplicity": 1,
  "homo_lumo_gap_ha": 0.1602,
  "lumo_ha": 0.089,
  "elements": ["Pd", "Se", "Se", "C", "C", "C", "C", "C", "N", "C", "C", "C", "C", "C", "N", "H", "H", "H", "H", "H", "H", "H", "H", "C", "C", "C", "C", "N", "C", "C", "H", "H", "H", "H", "H", "H", "H", "C", "Sb", "C", "C", "H", "H", "H", "H", "H", "H", "H", "H", "H", "C", "C", "C", "C", "C", "C", "C", "C", "C", "C", "H", "H", "H", "H", "H", "H", "H"],
  "coordinates": [[-1.18983, 0.92381, -0.32776], [-5.46606, -0.13841, -0.56294], [-4.37288, 1.72717, -1.34410], [-3.56906, 2.35517, 0.28662], [-3.48408, 3.72284, 0.50797], [-2.78698, 4.16015, 1.62500], [-2.21836, 3.22288, 2.46986], [-2.38447, 1.87699, 2.17113], [-3.05727, 1.44190, 1.10272], [-4.12030, -1.52807, -0.54921], [-4.64838, -2.80969, -0.54387], [-3.76045, -3.87504, -0.49663], [-2.40851, -3.61313, -0.46587], [-1.97025, -2.29019, -0.46395], [-2.82485, -1.25619, -0.50900], [-3.94816, 4.41849, -0.17872], [-2.68886, 5.21928, 1.82922], [-1.65416, 3.51998, 3.34323], [-1.97156, 1.10739, 2.81329], [-5.71901, -2.96542, -0.59029], [-4.12926, -4.89385, -0.48687], [-1.66639, -4.39983, -0.42901], [-0.41490, -0.89760, -0.49311], [5.87711, -1.16271, 0.14609], [4.50447, -0.60672, -0.11121], [3.82805, -0.85789, -1.29499], [2.53996, -0.36820, -1.45816], [1.91130, 0.35302, -0.53676], [2.56458, 0.60681, 0.59378], [3.84580, 0.15255, 0.85075], [6.23909, -1.72457, -0.71435], [5.85967, -1.83437, 1.00673], [6.59127, -0.36562, 0.36328], [4.27012, -1.47081, -2.07002], [1.97218, -0.61440, -2.35023], [2.01958, 1.18180, 1.33699], [4.31599, 0.36377, 1.80462], [-0.52339, 5.26633, -1.19355], [-0.10677, 3.13276, -1.19958], [1.95450, 3.38545, -1.75924], [-0.76558, 2.89874, -3.24279], [-0.80715, 5.56868, -2.20231], [0.37039, 5.81771, -0.89850], [-1.33110, 5.50985, -0.50578], [2.03360, 4.18387, -2.49865], [2.29460, 2.44447, -2.18744], [2.57876, 3.61769, -0.89657], [0.00704, 3.23443, -3.93701], [-1.67042, 3.48787, -3.40170], [-0.99482, 1.84964, -3.41920], [0.83130, -2.90056, 3.66885], [-0.23074, -2.02107, 3.45241], [-0.62728, -1.78367, 2.14207], [-0.00455, -2.37520, 1.05327], [-0.48531, -2.00299, -0.35209], [0.30243, -2.70975, -1.42788], [1.31397, -3.57425, -1.13584], [1.73838, -3.88971, 0.16938], [1.07709, -3.28043, 1.25930], [1.46316, -3.50787, 2.60654], [1.16974, -3.10512, 4.68008], [-0.73291, -1.53438, 4.27994], [-1.45119, -1.08841, 1.96842], [0.03259, -2.49972, -2.45750], [1.83078, -4.04109, -1.97215], [2.55523, -4.57899, 0.34515], [2.29251, -4.18554, 2.78815]],
  "forces_ev_per_angstrom": [[-0.08, 0.66, 0.08], [0.05, 0.17, 0.07], [-0.03, -0.15, -0.06], [0.07, 0.05, 0.03], [-0.04, 0.04, 0.02], [0.00, 0.00, -0.02], [0.03, 0.01, -0.03], [-0.05, -0.01, 0.06], [-0.06, -0.04, 0.18], [0.12, -0.07, -0.09], [-0.05, 0.05, -0.02], [0.03, -0.02, 0.03], [-0.01, -0.04, 0.04], [-0.07, 0.09, 0.02], [0.03, -0.17, -0.12], [0.00, 0.00, 0.01], [-0.01, 0.01, -0.01], [0.00, -0.01, 0.00], [0.00, 0.00, 0.00], [0.01, 0.00, -0.01], [0.00, 0.00, -0.01], [0.01, 0.01, -0.01], [0.20, -0.02, 0.04], [-0.01, 0.00, 0.01], [0.01, -0.03, -0.02], [-0.04, -0.05, 0.08], [-0.09, -0.15, 0.04], [0.07, 0.12, -0.08], [-0.05, -0.10, -0.01], [0.03, 0.00, 0.05], [0.01, 0.00, 0.01], [-0.01, 0.01, -0.02], [-0.01, 0.00, 0.00], [0.04, -0.01, -0.01], [0.05, 0.13, 0.03], [0.00, 0.01, -0.01], [-0.01, 0.01, -0.01], [0.01, 0.00, 0.06], [-0.17, -0.53, -0.19], [0.00, 0.01, 0.03], [0.01, 0.04, -0.03], [0.02, 0.02, 0.00], [0.00, -0.02, 0.03], [-0.01, 0.00, -0.01], [0.00, 0.01, 0.01], [0.03, 0.02, -0.01], [-0.01, -0.01, 0.01], [-0.01, 0.03, 0.00], [-0.02, -0.03, 0.01], [0.02, 0.01, -0.02], [0.04, -0.02, 0.00], [-0.02, 0.00, 0.01], [-0.07, 0.19, 0.11], [0.08, 0.10, -0.07], [-0.06, -0.22, -0.13], [-0.09, 0.00, 0.04], [-0.04, 0.00, 0.17], [0.07, -0.08, -0.15], [0.04, 0.12, 0.00], [-0.04, -0.02, -0.01], [-0.01, 0.00, -0.01], [0.00, -0.01, 0.00], [0.10, -0.10, -0.10], [0.00, 0.01, -0.01], [0.02, -0.01, -0.01], [0.00, 0.01, -0.01], [-0.01, 0.01, 0.00]]
}